ORCA calculation (ωB97M-V/def2-TZVPD) on a molecular structure, C30H42N8OS2SiZr.

XYZ file:
```
85
Properties=species:S:1:pos:R:3:mulliken_charge:R:1
Zr -1.25462 -0.76074 0.81668 -0.3405
C -4.18235 4.80950 1.60027 -1.1522
C -3.05046 4.04704 0.93281 -0.3419
N -3.44471 2.67573 0.60103 -0.1241
C -2.96485 1.58033 1.17886 0.6122
S -3.67934 0.03409 0.62561 -0.4334
N -1.99942 1.67650 2.07794 -1.0656
N -1.66609 0.43141 2.58282 0.7071
C -1.97235 0.04845 3.76518 0.4441
C -2.59387 0.94656 4.76649 -1.5704
C -1.79487 -1.41467 3.94493 0.8646
C -1.86543 -2.05328 5.16506 -0.9637
C -1.79157 -3.44297 5.20171 -0.5732
C -1.65493 -4.13813 4.01695 -0.9378
C -1.57620 -3.42358 2.82935 -0.1865
N -1.64549 -2.09507 2.78264 0.2796
H -3.86962 5.83142 1.81104 0.3642
H -5.06177 4.85610 0.95705 0.3426
H -4.46893 4.33764 2.54019 0.2958
H -2.74184 4.53825 0.00894 0.3351
H -2.17999 3.98570 1.58018 0.2882
H -4.18249 2.54022 -0.07180 0.2186
H -3.66626 1.00764 4.55382 0.3077
H -2.47111 0.58774 5.78391 0.4844
H -2.18594 1.95067 4.66561 0.3816
H -1.98116 -1.48575 6.07647 0.3746
H -1.84836 -3.96643 6.14642 0.4652
H -1.60740 -5.21744 3.99758 0.4795
H -1.45866 -3.93501 1.88248 0.4629
C -3.33975 -3.23016 -1.36681 -1.3952
C -1.88189 -3.48798 -1.16692 0.4386
C -1.19746 -4.51069 -1.79206 -0.8249
C 0.17150 -4.65380 -1.56860 -0.6019
C 0.85684 -3.78579 -0.73806 -0.8247
C 0.13151 -2.76721 -0.13067 0.3467
N -1.21243 -2.65490 -0.34701 0.4269
N 0.58441 -1.77180 0.72874 1.3544
Si 2.04535 -1.87601 1.73504 0.2469
C 1.90493 -3.32916 2.88767 -1.0827
C 3.56633 -2.05118 0.66245 -1.4116
C 1.98170 -0.26638 2.68055 -0.8224
H -3.47732 -2.43397 -2.10213 0.2342
H -3.81245 -2.91041 -0.43740 0.2213
H -3.84814 -4.11912 -1.73203 0.4689
H -1.72616 -5.18922 -2.44535 0.5233
H 0.70877 -5.45653 -2.05716 0.5060
H 1.91996 -3.88168 -0.57163 0.4340
H 1.66429 -4.25166 2.35384 0.3740
H 1.14628 -3.16659 3.65551 0.2211
H 2.85762 -3.49219 3.39734 0.4580
H 3.85795 -3.10098 0.58481 0.5256
H 4.41667 -1.52253 1.09884 0.4697
H 3.42747 -1.68007 -0.35443 0.3807
H 1.20797 -0.30741 3.45262 0.2072
H 1.77797 0.60322 2.04588 0.0590
H 2.92840 -0.07164 3.18896 0.5019
C 2.87799 2.78270 0.53075 -1.2071
C 3.67068 1.62083 -0.05424 -0.1711
C 3.12826 1.14258 -1.39299 -0.7537
N 1.76231 0.62733 -1.21865 0.6663
C 0.68933 0.99457 -1.86271 0.4348
S -0.92980 0.72669 -1.29972 -0.3867
N 0.79346 1.68971 -3.02631 0.0358
C 1.70815 1.33222 -4.07713 0.2033
O 2.43150 0.38251 -3.94304 -0.5448
C 1.61101 2.17824 -5.28276 0.4846
C 1.06837 3.46304 -5.25505 -0.2463
C 1.03083 4.21791 -6.41506 -0.8236
C 1.52639 3.69032 -7.59996 -0.3737
C 2.07142 2.41276 -7.62836 -0.6157
C 2.12045 1.65694 -6.47119 -0.4198
H 3.31080 3.11587 1.47282 0.4020
H 1.83646 2.50981 0.72438 0.1249
H 2.87490 3.63464 -0.15138 0.3811
H 3.70067 0.78360 0.64929 -0.1345
H 4.70900 1.91551 -0.21513 0.4945
H 3.74539 0.36568 -1.84115 0.3326
H 3.08407 1.97122 -2.09712 0.5094
H 1.60436 -0.00087 -0.43852 -0.5689
H -0.06449 2.12662 -3.33453 0.5590
H 0.71176 3.89897 -4.32991 0.4773
H 0.62439 5.21963 -6.39481 0.4115
H 1.49330 4.28127 -8.50544 0.4064
H 2.46021 2.00984 -8.55330 0.4118
H 2.54855 0.66376 -6.47095 0.4569
```

LUMO level	-6.52	eV
calculated total energy	-76582.2481	eV
ΔE to the lowest compared entry with this formula, charge and spin	26.4	kJ/mol
charge	+2